1.
Molecular formula: C2H5N3S2
Method: DFT, ωB97M-V with the def2-TZVPD basis set

Results
SMILES ... NN1CC=NSS1
LUMO ... 0.0177 Ha
Energy relative to the best compared isomer or geometry (same formula, charge and spin) ... 361.4 kJ/mol
HOMO energy ... -8.19 eV

```
! RIJCOSX wB97M-V def2-TZVPD def2/J DEFGRID3
* xyz 0 1
C -0.45 -1.39 0.03
C 0.43 -0.35 0.79
N 0.30 0.97 0.31
N -1.53 -1.01 -0.43
N 0.88 1.33 -0.95
S -2.38 0.50 -0.32
S -1.13 1.88 0.63
H -0.16 -2.39 -0.24
H 0.14 -0.60 1.81
H 1.47 -0.76 0.72
H 1.86 1.14 -0.78
H 0.58 0.67 -1.57
*
```

***

2.
Molecular formula: C6H20N6
Method: DFT, ωB97M-V with the def2-TZVPD basis set

Results
LUMO ... -0.2147 Ha
Energy relative to the best compared isomer or geometry (same formula, charge and spin) ... 343.6 kJ/mol
HOMO energy ... -16.81 eV

```
! RIJCOSX wB97M-V def2-TZVPD def2/J DEFGRID3
* xyz 2 1
C 2.15 -1.35 0.78
C 2.12 -2.50 -0.30
C 0.22 -2.02 2.32
N 1.01 -1.11 1.67
N 0.55 -3.34 2.20
N -1.03 -1.84 2.74
H 2.98 -1.58 1.53
H 2.41 -0.45 0.15
H 1.08 -2.66 -0.73
H 2.50 -3.40 0.04
H 0.77 0.00 1.97
H 1.51 -3.45 1.99
H -0.21 -3.85 2.21
H -1.53 -1.02 2.76
H -1.69 -2.72 2.92
H 2.51 -2.09 -1.23
C -2.41 1.72 -1.68
C -2.19 0.92 -0.35
C 0.02 2.58 -1.64
N -0.89 1.87 -2.19
N -0.29 3.44 -0.62
N 1.28 2.60 -2.19
H -3.03 1.18 -2.47
H -2.87 2.73 -1.33
H -2.52 -0.08 -0.36
H -2.94 1.20 0.37
H -0.60 1.05 -2.95
H -1.29 3.62 -0.37
H 0.42 4.00 -0.07
H 1.19 2.15 -3.20
H 1.92 3.39 -2.04
H -1.16 1.00 0.07
*
```

***

3.
Molecular formula: C7H18O3
Method: DFT, ωB97M-V with the def2-TZVPD basis set

Results
SMILES ... C/C=C/C=C/CC.O.O.O
LUMO ... 0.0144 Ha
Energy relative to the best compared isomer or geometry (same formula, charge and spin) ... 399.3 kJ/mol
HOMO energy ... -7.79 eV

```
! RIJCOSX wB97M-V def2-TZVPD def2/J DEFGRID3
* xyz 0 1
C 2.17 -2.32 0.02
C 2.47 -0.84 -0.58
C 1.54 0.17 -0.11
C 1.63 1.51 -0.43
C 0.74 2.44 0.25
C -0.38 1.98 0.91
C -1.18 2.91 1.71
H 3.02 -2.81 -0.19
H 2.31 -2.22 1.12
H 1.34 -2.73 -0.48
H 2.35 -0.72 -1.69
H 3.48 -0.34 -0.53
H 0.99 -0.38 0.69
H 2.32 2.10 -1.19
H 1.05 3.56 0.14
H -0.66 1.03 1.09
H -2.09 3.46 1.16
H -0.76 3.82 2.22
H -1.72 2.47 2.54
H -0.10 -1.99 -2.20
H -1.11 -1.24 -3.14
O -0.90 -1.38 -2.18
H -3.39 0.13 -0.77
H -2.81 -0.32 0.66
O -3.42 -0.40 0.01
H -1.82 -2.71 -0.23
H -2.81 -2.18 0.76
O -2.26 -3.00 0.46
*
```

***

4.
Molecular formula: C17H22Cl5N4ORu
Method: DFT, ωB97M-V with the def2-TZVPD basis set

Results
⟨S²⟩ ... 8.793
LUMO (spin up / spin down) ... -0.1881 / -0.3116 Ha
HOMO energy (spin up / spin down) ... -14.39 / -14.44 eV

```
! RIJCOSX wB97M-V def2-TZVPD def2/J DEFGRID3
* xyz 2 6
Ru 0.08 -0.09 -0.15
C 2.04 2.84 0.42
N 0.81 2.33 -0.20
C 0.93 2.19 -1.65
C -0.29 3.19 0.21
C -1.65 2.73 -0.31
N -1.96 1.34 0.02
C -3.24 1.02 -0.61
C -1.94 1.06 1.45
H 2.20 3.89 0.14
H 2.90 2.27 0.09
H 1.95 2.77 1.50
H 0.61 3.09 -2.18
H 0.31 1.33 -2.02
H 1.97 2.00 -1.91
H -0.13 4.22 -0.15
H -0.31 3.23 1.30
H -1.68 2.83 -1.40
H -2.41 3.40 0.11
H -3.99 1.77 -0.36
H -3.61 0.05 -0.28
H -3.12 0.99 -1.69
H -2.34 1.90 2.04
H -0.90 0.85 1.81
H -2.56 0.19 1.66
Cl -2.51 -7.14 0.17
C -1.51 -5.78 0.01
C -2.09 -4.50 -0.14
Cl -3.79 -4.32 -0.15
C -1.26 -3.41 -0.26
Cl -1.86 -1.82 -0.44
C 0.18 -3.49 -0.27
O 0.88 -2.47 -0.36
C 0.72 -4.82 -0.14
Cl 2.40 -4.99 -0.16
C -0.11 -5.93 0.01
Cl 0.57 -7.49 0.20
N 6.32 -0.09 0.01
C 5.00 -0.17 0.20
C 4.12 -0.44 -0.88
C 2.77 -0.47 -0.66
N 2.23 -0.27 0.55
C 3.03 -0.04 1.59
C 4.40 0.03 1.46
H 6.73 -0.30 -0.88
H 6.94 0.05 0.79
H 4.52 -0.62 -1.87
H 2.08 -0.69 -1.48
H 2.56 0.10 2.55
H 5.01 0.23 2.33
*
```

***

5.
Molecular formula: C2H6ClO3PS
Method: DFT, ωB97M-V with the def2-TZVPD basis set

Results
LUMO ... -0.0192 Ha
Energy relative to the best compared isomer or geometry (same formula, charge and spin) ... 23.3 kJ/mol
HOMO energy ... -8.94 eV

```
! RIJCOSX wB97M-V def2-TZVPD def2/J DEFGRID3
* xyz 0 1
C -1.77 -0.87 0.89
C 1.76 1.36 -0.85
O -0.99 2.35 -1.17
O -1.79 0.11 -0.16
O 0.70 0.54 -0.41
P -0.74 1.24 -0.25
S -0.64 2.01 2.31
Cl 0.61 3.43 1.71
H -0.88 -1.40 0.67
H -2.66 -1.47 0.89
H -1.50 -0.28 1.84
H 2.16 1.04 -1.76
H 2.48 1.63 -0.10
H 1.52 2.48 -1.21
*
```

***

6.
Molecular formula: C20H22N2O3S
Method: DFT, ωB97M-V with the def2-TZVPD basis set

Results
SMILES ... COc1ccccc1C(=O)[C@H]1CCCN(C(=O)CSc2ccccn2)C1
LUMO ... 0.0236 Ha
Energy relative to the best compared isomer or geometry (same formula, charge and spin) ... 107.5 kJ/mol
HOMO energy ... -8.66 eV

```
! RIJCOSX wB97M-V def2-TZVPD def2/J DEFGRID3
* xyz 0 1
C 1.52 3.89 -2.80
H 1.49 4.94 -2.52
H 2.54 3.51 -2.70
O 0.61 3.12 -2.06
C 0.73 3.10 -0.70
C 1.74 3.72 0.02
C 1.80 3.60 1.39
C 0.86 2.84 2.07
C -0.14 2.21 1.36
C -0.22 2.33 -0.02
C -1.32 1.67 -0.78
O -2.14 2.26 -1.42
C -1.27 0.15 -0.69
C -2.54 -0.52 -1.19
C -2.37 -2.04 -1.13
H -3.24 -2.54 -1.55
H -2.27 -2.35 -0.09
C -1.13 -2.47 -1.91
N 0.04 -1.77 -1.43
C 1.11 -2.28 -0.78
O 2.03 -1.58 -0.39
C 1.13 -3.77 -0.51
H 0.96 -4.37 -1.40
H 2.10 -4.03 -0.08
S -0.19 -4.24 0.68
C -0.11 -2.85 1.79
N -1.28 -2.32 2.09
C -1.31 -1.29 2.92
C -0.17 -0.73 3.46
C 1.06 -1.29 3.14
C 1.10 -2.39 2.29
H 2.03 -2.85 2.03
H 1.97 -0.88 3.54
H -0.24 0.12 4.12
H -2.30 -0.90 3.14
C -0.08 -0.33 -1.54
H 0.86 0.12 -1.19
H -0.24 -0.06 -2.58
H -0.99 -3.55 -1.83
H -1.25 -2.21 -2.97
H -3.39 -0.22 -0.58
H -2.74 -0.20 -2.21
H -1.07 -0.13 0.35
H -0.89 1.63 1.88
H 0.91 2.75 3.14
H 2.59 4.09 1.94
H 2.49 4.31 -0.49
H 1.21 3.78 -3.84
*
```